{
  "formula": "NO5S",
  "method": "wB97M-V/def2-TZVPD",
  "homo_energy_ev": [-2.84, -5.12],
  "s_squared": 2.0079,
  "relative_energy_kj_mol": 0.0,
  "orbital_gap_ev": [5.5639, 5.6156],
  "spin_multiplicity": 3,
  "total_charge": -1,
  "elements": ["N", "O", "O", "O", "O", "O", "S"],
  "positions_angstrom": [[2.013128, 0.002325, -0.207266], [-2.057522, 1.271500, -0.320015], [1.870943, 1.125076, 0.275082], [2.886886, -0.793570, 0.125979], [-1.352783, -0.956460, -1.128351], [-1.880568, -0.615669, 1.265666], [-1.480081, -0.033204, -0.011095]],
  "forces_ev_per_a": [[2.6, 1.8, 3.3], [-0.8, 0.3, -0.3], [-0.4, -2.6, -1.9], [-2.2, 0.8, -1.4], [-0.5, -0.8, -0.8], [-0.7, -0.5, 0.4], [2.0, 0.9, 0.7]]
}